Computed, not measured: 15 unconnected molecules or ions with the total composition C33H96O15 at a distorted geometry, with ωB97M-V/def2-TZVPD.

**LUMO energy**: 0.307 eV
**Gap between HOMO and LUMO**: 9.732 eV
**ΔE to the lowest compared entry with this formula, charge and spin**: 88.88 kcal per mole
**Multiplicity**: 1
**Electronic energy**: -66486.983 eV
**Highest occupied orbital energy**: -9.43 eV

Geometry (Å):
H: 2.372 -4.525 2.562
H: 0.644 -3.778 -2.284
O: 4.249 -4.541 1.069
H: 0.831 2.834 2.848
H: 0.113 -1.808 -1.561
H: -2.504 5.440 -1.725
C: -5.504 -1.024 1.694
H: -0.163 3.024 -3.193
H: -3.555 2.452 -3.103
H: -1.794 -4.105 -4.337
H: 0.948 0.508 -4.137
O: 0.802 -0.439 1.472
H: 4.411 1.502 -4.967
O: -1.917 2.589 -2.366
H: 4.321 -0.663 0.954
H: 1.631 3.502 -0.539
H: -5.035 -0.737 -2.289
H: -2.239 -1.585 -4.532
C: -4.371 -1.265 2.695
H: 3.041 -3.013 0.321
C: 2.129 2.987 1.461
H: 4.416 -1.574 4.191
H: -7.030 1.467 -3.632
H: -2.273 3.919 4.298
H: -0.641 1.236 0.045
C: -1.193 2.190 4.886
H: -0.212 3.649 0.379
H: -0.664 -1.690 0.807
C: 3.406 0.308 3.742
H: -5.591 0.642 -1.615
H: -0.474 5.641 1.728
C: 1.501 -0.336 -4.546
O: 3.160 0.290 -3.011
C: 3.582 0.908 -5.337
H: 6.201 -1.219 -2.441
O: 5.834 -0.413 -2.059
C: 0.690 -1.274 -0.803
H: 4.271 -3.463 -0.835
H: -1.658 0.062 4.478
H: 3.026 -4.664 -0.448
C: 6.867 0.213 0.094
O: -2.558 -3.556 -4.569
C: 2.978 -0.121 -4.365
H: -1.044 1.652 -3.950
H: 1.053 -0.378 -1.320
O: -6.773 -0.967 2.347
C: -1.923 -3.761 0.188
H: 2.583 -1.188 2.155
H: -2.777 -5.395 -0.545
H: 3.742 0.431 -6.306
H: -0.279 -4.069 2.687
O: -0.065 3.058 4.824
H: 4.232 0.571 -0.249
O: 0.747 2.952 1.885
O: -1.902 -5.078 -0.315
H: 3.521 -1.077 -4.428
C: -1.118 0.258 0.153
H: 2.584 -1.960 5.783
H: -3.578 5.886 -0.374
H: 1.468 -5.242 -2.753
H: 4.090 0.311 -2.747
C: 4.457 -0.495 -0.120
H: -3.479 4.255 -0.930
H: 4.614 -3.857 1.647
C: -4.727 0.312 -2.207
H: -4.330 -2.293 3.050
H: 1.150 -0.507 -5.567
H: -2.334 2.637 3.098
H: 6.647 0.216 1.161
H: 2.492 4.614 2.932
H: -3.303 2.533 4.628
H: -0.703 6.573 0.229
C: -0.091 -0.835 0.426
O: 1.730 -4.241 3.218
H: 4.038 0.798 3.003
H: 2.257 5.106 1.269
H: -0.909 -5.481 -2.527
H: -0.170 1.368 -2.437
H: -1.514 2.067 5.932
C: 2.318 -1.767 4.743
C: 3.636 -3.858 -0.034
C: 2.204 2.714 -0.032
H: -5.315 -0.113 1.126
H: -1.956 0.192 0.843
C: -0.846 0.788 4.417
C: -5.567 -2.119 0.622
H: 0.733 0.526 1.525
H: -3.778 0.438 -1.696
C: 2.698 4.324 1.897
H: 2.770 2.224 1.923
C: -2.413 -2.369 -3.790
H: -6.417 -1.951 -0.035
H: 1.718 1.771 -0.263
O: 3.280 -1.739 2.546
C: 3.433 -1.205 3.897
H: -4.111 0.719 -4.247
H: 6.160 -1.716 -0.401
H: -1.523 0.157 -0.861
H: 2.064 -2.729 4.294
C: -2.366 2.838 4.171
H: 2.771 1.619 -5.542
C: -6.178 1.073 -4.188
H: 1.410 -1.166 4.688
H: -2.373 4.159 1.030
H: -4.580 -2.163 0.151
H: 0.628 -2.561 2.870
C: -1.830 4.738 0.272
C: -4.828 1.106 -3.512
H: -1.899 6.590 1.519
O: -4.527 2.472 -3.226
H: 3.785 4.446 1.866
H: 7.884 -0.162 -0.057
O: -0.758 4.016 -0.344
C: -0.732 2.109 -3.011
H: -0.925 -3.406 0.434
H: -2.396 -3.716 1.177
H: 2.398 0.711 3.607
H: -4.336 -0.499 3.467
H: -5.696 -3.141 1.002
H: 3.766 0.710 4.702
H: -0.469 0.720 3.393
H: 3.164 2.939 -0.497
H: 6.917 1.234 -0.286
C: -2.869 5.147 -0.740
H: -6.107 1.663 -5.104
H: -3.441 -1.125 2.126
H: -6.459 0.065 -4.511
C: 0.682 -3.589 2.500
H: -6.925 -1.841 2.719
H: 0.900 -3.592 1.432
H: -2.379 -3.072 -0.526
H: 1.116 -1.219 -4.028
O: -0.527 -5.164 -3.355
H: -1.637 -2.443 -3.029
H: 3.686 -1.062 -0.634
H: 0.637 2.621 5.325
C: 5.874 -0.682 -0.638
C: 0.710 -4.524 -3.082
H: 1.034 -4.058 -4.010
H: -0.038 0.404 5.051
H: 1.544 -1.890 -0.522
H: -1.598 3.217 -1.675
H: -3.355 -2.103 -3.305
C: -1.202 5.949 0.973

Atom charges from the Löwdin analysis, given in e for atoms 1 to 99: 0.0601, 0.0550, -0.1126, 0.0695, 0.0550, 0.0947, -0.4780, 0.0962, 0.0403, 0.0282, 0.0509, -0.0666, 0.0755, -0.1718, 0.0613, 0.0782, 0.0621, 0.0758, -0.0526, 0.0356, -0.4636, 0.1404, 0.0807, 0.0838, 0.0692, -0.4863, 0.0511, 0.0906, -0.0552, 0.0819, 0.0656, -0.0516, -0.0821, -0.0417, 0.1003, -0.0536, -0.0270, 0.0757, 0.0851, 0.0830, -0.0488, -0.1273, -0.4790, 0.0821, 0.0673, -0.0492, -0.1605, 0.0418, 0.0879, 0.0779, 0.0840, -0.0516, 0.0798, -0.0743, -0.0977, 0.1329, -0.0163, 0.0878, 0.0880, 0.0784, 0.0461, -0.0603, 0.0786, 0.0711, -0.0587, 0.0810, 0.0905, 0.0694, 0.0776, 0.0819, 0.0822, 0.0864, -0.4497, -0.1281, 0.0680, 0.0843, 0.0732, 0.0518, 0.1354, -0.0412, -0.1489, -0.0356, 0.1314, 0.0737, -0.0447, -0.0670, 0.0522, 0.0586, -0.0440, 0.1058, -0.1490, 0.0821, 0.0684, -0.1107, -0.4114, 0.1286, 0.1340, 0.0713, 0.0462